24
Properties=species:S:1:pos:R:3 method="wB97M-V/def2-TZVPD" homo_energy_ev="-2.3 / -10.7" multiplicity=2 s_squared=0.750 lumo_ha="0.0131 / 0.0084"
O -1.07 -1.88 0.81
C -0.11 -2.38 -0.25
C 0.02 -1.01 -1.10
N 0.63 0.06 -0.03
C 0.87 1.43 -0.62
C 1.93 1.25 -1.82
H -1.43 -2.63 1.30
H 0.86 -2.53 0.29
H -0.45 -3.14 -0.82
H 0.68 -1.16 -1.98
H -1.07 -0.83 -1.37
H 1.53 -0.35 0.34
H 0.10 0.18 0.87
H -0.07 1.85 -0.91
H 1.21 2.21 0.17
H 2.65 2.09 -1.93
H 2.51 0.31 -1.63
H 1.46 0.88 -2.87
H -0.69 -0.66 3.37
H -1.39 0.62 2.52
O -0.63 0.05 2.74
H -2.48 2.64 0.78
H -2.97 1.29 1.15
O -2.10 1.71 1.00

30
Properties=species:S:1:pos:R:3 method="wB97M-V/def2-TZVPD" homo_energy_ev=-8.8 smiles=Cc1ccccc1.Cc1ccccc1 lumo_ha=0.0287
C 3.29 -2.72 1.36
C 2.24 -3.35 0.53
C 1.67 -2.69 -0.63
C 0.60 -3.17 -1.38
C -0.11 -4.20 -0.85
C 0.32 -4.73 0.40
C 1.39 -4.26 1.08
H 3.82 -3.57 1.89
H 2.96 -1.94 2.07
H 4.01 -2.43 0.64
H 2.20 -1.85 -0.98
H 0.31 -2.68 -2.25
H -1.02 -4.50 -1.25
H -0.26 -5.50 0.81
H 1.72 -4.76 2.01
C -1.69 3.57 1.97
C -1.54 3.55 0.47
C -0.35 3.80 -0.17
C -0.30 3.86 -1.53
C -1.32 3.41 -2.28
C -2.57 3.01 -1.69
C -2.58 3.05 -0.36
H -0.90 3.51 2.66
H -2.49 2.95 2.23
H -2.24 4.59 2.24
H 0.43 3.94 0.41
H 0.72 4.29 -1.89
H -1.39 3.51 -3.41
H -3.45 2.61 -2.36
H -3.49 2.73 0.23

15
Properties=species:S:1:pos:R:3 method="wB97M-V/def2-TZVPD" homo_energy_ev=-13.8 charge=+1 lumo_ha=-0.1581
C 1.11 -0.33 -1.22
C 0.03 0.58 -0.90
C -0.28 -1.11 0.46
C -0.21 0.35 0.53
C -0.99 -0.64 -0.90
C -0.62 1.21 1.54
N 0.23 -1.49 -0.89
H 1.45 -0.33 -2.26
H 2.03 -0.11 -0.51
H -0.05 1.53 -1.35
H -0.44 -1.68 1.28
H -0.48 0.96 2.59
H -1.75 1.17 1.50
H -0.19 2.24 1.41
H 0.14 -2.35 -1.28

30
Properties=species:S:1:pos:R:3 method="wB97M-V/def2-TZVPD" homo_energy_ev=-10.5 smiles=CCO.O.O.O.O.O.O.O lumo_ha=0.0017
C -1.94 -0.62 -1.73
C -1.21 -1.85 -1.17
O 0.17 -1.81 -1.57
H -3.01 -0.63 -1.52
H -1.84 -0.58 -2.82
H -1.50 0.28 -1.30
H -1.69 -2.73 -1.60
H -1.30 -1.89 -0.08
H 0.28 -2.29 -2.39
O 2.03 -1.24 1.23
H 2.77 -1.75 0.90
H 1.38 -1.27 0.52
O -3.75 -0.12 1.41
H -4.02 0.34 2.21
H -2.78 -0.12 1.44
O 2.06 3.54 -1.28
H 1.52 2.79 -1.00
H 2.55 3.79 -0.49
O 0.35 1.62 0.30
H 0.86 1.48 1.11
H -0.41 1.04 0.41
O 3.06 0.33 3.40
H 3.82 0.78 3.01
H 2.59 -0.06 2.65
O -0.85 -0.24 2.25
H -1.04 0.21 3.07
H -0.14 -0.86 2.46
O 1.02 0.83 -3.13
H 0.43 0.68 -3.87
H 0.61 0.36 -2.39

The records above yield ΔE to the lowest compared entry with this formula, charge and spin values of 77.1, 55.7, 160.8, 11.0 kcal/mol, respectively.